Entry 1:
ORCA calculation (the ωB97M-V functional and the def2-TZVPD basis) on a 3-piece molecular cluster, C32H47Br4ClFN3OS overall.

Results
max |F|: 0.117 Eh/bohr
E_HOMO: -7.76 eV
frontier orbital gap: 7.6 eV
lowest unoccupied orbital energy: -0.1 eV
charge: 0

Cartesian coordinates (Å):
H1 -7.045 -0.872 0.253
N1 -6.649 -0.099 -0.356
C1 -5.362 -0.518 -0.705
C2 -4.437 0.416 -1.686
C3 -4.897 -1.980 -0.115
C4 -3.288 -2.107 0.204
C5 -2.722 -1.941 1.735
C6 -3.645 -1.598 3.070
C7 -3.091 -0.258 3.855
C8 -3.274 1.146 3.028
C9 -4.704 1.312 2.244
O1 -5.432 2.579 2.580
C10 -1.100 -2.107 2.020
C11 -0.136 -2.390 0.732
C12 -0.659 -2.536 -0.850
C13 -2.282 -2.402 -1.098
C14 -2.892 -2.557 -2.636
C15 -2.911 -4.184 -3.008
C16 -4.383 -4.639 -3.587
N2 -4.865 -3.768 -4.749
N3 0.373 -2.761 -1.976
C17 1.446 -1.652 -1.928
C18 1.737 -0.713 -3.241
C19 2.862 0.479 -3.081
C20 3.159 1.482 -4.343
C21 1.783 2.337 -4.669
C22 0.926 2.773 -3.340
Cl1 2.322 3.907 -5.529
C23 3.703 0.755 -1.677
C24 3.420 -0.190 -0.325
C25 4.210 0.114 1.077
F1 3.433 -0.125 2.313
C26 4.728 1.702 1.190
C27 6.346 1.840 0.961
C28 2.295 -1.364 -0.514
S1 1.765 -2.530 0.909
H2 -3.287 0.331 -1.425
H3 -4.531 0.028 -2.810
H4 -4.825 1.519 -1.636
H5 -5.165 -2.775 -0.963
H6 -5.494 -2.326 0.838
H7 -3.485 -2.503 3.831
H8 -4.787 -1.581 2.821
H9 -1.918 -0.375 4.049
H10 -3.559 -0.130 4.947
H11 -3.217 2.023 3.831
H12 -2.378 1.375 2.274
H13 -4.435 1.424 1.087
H14 -5.477 0.452 2.445
H15 -5.925 2.857 1.730
H16 -0.650 -1.990 3.107
H17 -2.189 -1.993 -3.413
H18 -3.986 -2.157 -2.751
H19 -2.027 -4.465 -3.739
H20 -2.723 -4.786 -2.004
H21 -5.234 -4.661 -2.757
H22 -4.258 -5.735 -4.033
H23 -5.848 -4.063 -5.019
H24 -4.254 -3.986 -5.592
H25 -0.116 -2.590 -2.905
H26 1.191 -0.841 -4.278
H27 3.402 0.832 -5.286
H28 4.028 2.242 -4.128
H29 1.034 1.727 -5.363
H30 -0.058 2.114 -3.240
H31 0.531 3.880 -3.551
H32 1.541 2.831 -2.346
H33 4.503 1.617 -1.612
H34 5.177 -0.577 1.094
H35 4.523 2.061 2.311
H36 4.075 2.430 0.520
H37 6.834 2.159 2.003
H38 6.864 0.846 0.626
H39 6.505 2.714 0.180
Br1 7.376 -0.728 3.001
C29 9.179 -1.131 2.375
C30 10.153 -0.050 2.784
Br2 9.973 1.527 1.650
H40 9.117 -1.273 1.293
H41 9.438 -2.082 2.848
H42 11.184 -0.386 2.641
H43 10.024 0.283 3.817
Br3 -3.169 4.920 4.027
C31 -1.419 4.563 4.812
C32 -0.310 5.115 3.946
Br4 0.009 3.974 2.397
H44 -1.353 3.483 4.967
H45 -1.436 5.065 5.783
H46 0.637 5.124 4.493
H47 -0.514 6.120 3.566


Entry 2:
ORCA calculation (the ωB97M-V functional and the def2-TZVPD basis) on a 2-piece molecular cluster, C26H41BFN5O overall.

Results
max |F|: 0.075 Eh/bohr
E_HOMO: -7.40 eV
frontier orbital gap: 6.7 eV
lowest unoccupied orbital energy: -0.7 eV
charge: 0

Cartesian coordinates (Å):
C1 -6.000 4.436 -0.876
C2 -5.973 3.266 0.209
C3 -5.940 1.874 -0.535
C4 -4.544 1.530 -1.189
C5 -4.735 0.339 -2.221
C6 -3.348 -0.218 -2.728
C7 -2.791 -1.408 -1.806
C8 -1.264 -1.097 -1.574
C9 -0.453 -2.279 -0.902
N1 0.040 -1.930 0.470
C10 -0.702 -2.534 1.589
C11 -2.117 -1.918 1.833
N2 -2.685 -2.247 2.934
C12 1.078 -1.130 0.601
N3 1.591 -0.774 1.885
B1 0.904 0.389 2.526
N4 -0.520 0.754 2.392
O1 1.697 1.206 3.392
N5 1.682 -0.713 -0.619
C13 2.786 -1.587 -1.079
C14 4.015 -1.730 -0.126
C15 4.075 -2.523 1.090
C16 5.237 -2.673 1.954
C17 6.467 -1.999 1.563
C18 7.785 -2.133 2.399
C19 6.449 -1.181 0.342
C20 5.263 -1.030 -0.509
C21 1.972 0.708 -0.663
C22 3.034 1.408 0.057
C23 3.196 2.858 -0.057
C24 2.306 3.669 -0.875
C25 1.229 2.988 -1.592
C26 1.074 1.539 -1.494
H1 -6.577 5.313 -0.486
H2 -4.958 4.752 -1.138
H3 -6.496 4.067 -1.819
H4 -6.915 3.313 0.827
H5 -5.100 3.369 0.910
H6 -6.165 1.056 0.207
H7 -6.732 1.894 -1.327
H8 -4.144 2.458 -1.687
H9 -3.779 1.250 -0.407
H10 -5.259 0.802 -3.106
H11 -5.355 -0.483 -1.763
H12 -2.607 0.628 -2.629
H13 -3.332 -0.523 -3.802
H14 -2.987 -2.354 -2.369
H15 -3.381 -1.348 -0.852
H16 -0.749 -0.889 -2.591
H17 -1.166 -0.199 -0.900
H18 0.356 -2.650 -1.572
H19 -1.176 -3.141 -0.791
H20 -0.823 -3.627 1.340
H21 -0.142 -2.518 2.561
H22 -2.675 -1.265 1.119
H23 -3.612 -1.799 2.964
H24 1.693 -1.577 2.505
H25 -1.105 0.358 3.127
H26 -0.897 0.584 1.458
H27 1.397 1.022 4.305
H28 2.467 -2.627 -1.364
H29 3.175 -1.126 -2.030
H30 3.136 -3.066 1.386
H31 5.166 -3.287 2.877
H32 8.135 -1.094 2.647
H33 8.599 -2.656 1.830
H34 7.617 -2.717 3.346
H35 7.406 -0.689 0.057
H36 5.358 -0.418 -1.431
H37 3.727 0.854 0.724
H38 4.024 3.351 0.498
H39 2.361 4.778 -0.976
H40 0.477 3.526 -2.222
H41 0.235 1.047 -2.043
F1 -0.003 -0.230 -3.773


Entry 3:
ORCA calculation (the ωB97M-V functional and the def2-TZVPD basis) on C33H48Cl63N4OSi as an isolated structure.

Results
max |F|: 0.064 Eh/bohr
E_HOMO: -10.88 eV
frontier orbital gap: 7.4 eV
lowest unoccupied orbital energy: -3.5 eV
charge: +1

Cartesian coordinates (Å):
C1 -4.893 -5.227 -0.825
O1 -4.972 -4.413 0.321
C2 -3.791 -3.674 0.583
C3 -3.800 -2.307 -0.089
C4 -4.560 -1.236 0.708
C5 -5.682 -0.559 -0.071
C6 -5.162 0.265 -1.241
C7 -6.244 0.726 -2.213
C8 -7.344 1.569 -1.537
C9 -8.530 0.795 -1.120
N1 -8.872 0.439 0.129
N2 -10.007 -0.215 0.053
N3 -10.403 -0.302 -1.191
Si1 -12.000 -1.154 -1.674
C10 -13.288 -0.349 -0.634
C11 -11.882 -2.954 -1.339
C12 -12.200 -0.780 -3.483
N4 -9.478 0.334 -1.933
H1 -5.724 -5.925 -0.789
H2 -4.943 -4.646 -1.752
H3 -3.963 -5.800 -0.839
H4 -2.915 -4.239 0.242
H5 -3.710 -3.534 1.655
H6 -4.279 -2.436 -1.064
H7 -2.782 -1.995 -0.295
H8 -3.869 -0.449 1.014
H9 -4.988 -1.690 1.601
H10 -6.373 -1.328 -0.432
H11 -6.199 0.111 0.620
H12 -4.430 -0.297 -1.822
H13 -4.662 1.163 -0.871
H14 -5.779 1.357 -2.969
H15 -6.659 -0.135 -2.742
H16 -6.956 2.026 -0.626
H17 -7.662 2.395 -2.173
H18 -14.279 -0.544 -1.036
H19 -13.127 0.729 -0.593
H20 -13.221 -0.717 0.389
H21 -12.871 -3.354 -1.571
H22 -11.163 -3.475 -1.968
H23 -11.661 -3.191 -0.300
H24 -11.727 -1.539 -4.101
H25 -11.768 0.189 -3.741
H26 -13.265 -0.731 -3.691
H27 -9.529 0.415 -2.938
C13 -1.535 -1.376 -5.141
Cl1 -1.030 -3.057 -4.998
Cl2 -3.119 -1.257 -5.914
Cl3 -1.558 -0.596 -3.562
H28 -0.814 -0.862 -5.763
C14 -2.994 -0.682 4.166
Cl4 -2.511 0.475 2.935
Cl5 -4.705 -0.501 4.554
Cl6 -2.655 -2.338 3.651
H29 -2.424 -0.480 5.063
C15 -5.534 1.902 7.886
Cl7 -5.593 2.832 9.374
Cl8 -6.228 2.822 6.541
Cl9 -3.891 1.384 7.521
H30 -6.140 1.016 8.016
C16 1.969 0.589 -1.611
Cl10 0.361 0.596 -0.882
Cl11 2.210 -0.833 -2.632
Cl12 2.224 2.070 -2.530
H31 2.698 0.554 -0.811
C17 -5.098 4.215 3.139
Cl13 -4.898 2.745 2.184
Cl14 -3.541 4.941 3.501
Cl15 -6.164 5.361 2.313
H32 -5.564 3.939 4.075
C18 1.013 -2.627 1.852
Cl16 1.825 -2.127 3.334
Cl17 1.963 -2.140 0.445
Cl18 0.653 -4.348 1.850
H33 0.077 -2.087 1.790
C19 -6.403 -2.337 -8.157
Cl19 -5.794 -0.773 -7.617
Cl20 -5.077 -3.425 -8.541
Cl21 -7.472 -3.047 -6.939
H34 -6.983 -2.176 -9.055
C20 0.757 2.596 3.317
Cl22 1.218 1.103 2.503
Cl23 -0.453 3.413 2.336
Cl24 0.189 2.323 4.968
H35 1.638 3.221 3.358
C21 3.096 4.263 -0.132
Cl25 1.583 3.423 -0.440
Cl26 3.327 5.607 -1.245
Cl27 3.203 4.835 1.543
H36 3.895 3.545 -0.265
C22 7.265 1.929 0.084
Cl28 6.576 0.999 -1.246
Cl29 6.093 3.126 0.680
Cl30 7.754 0.865 1.391
H37 8.124 2.471 -0.289
C23 9.831 4.871 3.341
Cl31 9.340 6.179 4.408
Cl32 10.456 3.502 4.255
Cl33 8.501 4.348 2.300
H38 10.625 5.234 2.701
C24 14.120 3.702 4.605
Cl34 14.444 4.741 5.985
Cl35 13.586 4.636 3.209
Cl36 15.513 2.719 4.169
H39 13.323 3.020 4.874
C25 5.853 0.644 5.248
Cl37 6.713 1.942 4.429
Cl38 4.484 0.091 4.278
Cl39 6.940 -0.693 5.623
H40 5.462 1.029 6.180
C26 6.672 -1.996 -2.766
Cl40 6.093 -2.069 -4.429
Cl41 5.337 -1.713 -1.652
Cl42 7.549 -3.467 -2.340
H41 7.360 -1.165 -2.685
C27 -0.966 4.383 -3.658
Cl43 -0.116 5.610 -2.730
Cl44 0.014 3.809 -5.005
Cl45 -1.451 3.032 -2.620
H42 -1.865 4.826 -4.063
C28 15.767 -0.480 1.357
Cl46 16.338 0.641 0.126
Cl47 14.092 -0.946 1.065
Cl48 16.808 -1.896 1.467
H43 15.790 0.032 2.311
C29 -9.042 5.014 1.708
Cl49 -10.693 5.566 1.954
Cl50 -9.006 3.278 1.358
Cl51 -8.248 5.919 0.423
H44 -8.488 5.172 2.624
C30 10.772 -1.077 -0.745
Cl52 9.574 -0.097 0.110
Cl53 10.460 -2.794 -0.509
Cl54 10.820 -0.667 -2.456
H45 11.741 -0.854 -0.319
C31 15.057 -1.184 5.310
Cl55 14.895 -2.894 4.934
Cl56 13.853 -0.234 4.432
Cl57 14.939 -0.895 7.043
H46 16.039 -0.861 4.987
C32 10.354 -5.957 -1.586
Cl58 11.099 -5.446 -0.072
Cl59 11.278 -5.381 -2.971
Cl60 10.163 -7.708 -1.637
H47 9.370 -5.515 -1.634
C33 -0.325 -4.755 -8.573
Cl61 -0.180 -5.391 -10.209
Cl62 1.229 -4.168 -7.982
Cl63 -1.547 -3.484 -8.495
H48 -0.644 -5.561 -7.927


Entry 4:
ORCA calculation (the ωB97M-V functional and the def2-TZVPD basis) on an isolated ion of composition C3H7OS and charge -1.

Results
max |F|: 0.022 Eh/bohr
E_HOMO: -2.31 eV
frontier orbital gap: 5.6 eV
lowest unoccupied orbital energy: 3.3 eV
charge: -1
relative energy (zero: lowest compared OMol25 entry of this formula, charge and spin): 156.03 kJ/mol

Cartesian coordinates (Å):
O1 -2.182 -0.713 0.748
C1 -1.507 -0.304 -0.325
C2 0.053 -0.486 -0.177
C3 0.710 0.816 0.230
S1 2.517 0.725 0.468
H1 -1.623 0.785 -0.578
H2 -1.831 -0.791 -1.285
H3 0.157 -1.248 0.586
H4 0.496 -0.879 -1.089
H5 0.258 1.104 1.183
H6 0.426 1.579 -0.480
H7 2.525 -0.588 0.720